Density functional theory data (wB97M-V/def2-TZVPD) for a single C16H23NO4 molecule.

Geometry (Å):
O: -1.758 -2.825 -1.314
H: 0.697 3.181 0.803
C: 1.784 0.824 0.072
C: 2.649 0.025 -0.681
O: -5.530 -4.604 -3.193
H: -3.455 -3.268 -1.427
C: -0.007 -0.713 -0.424
C: 1.011 4.556 3.960
H: -1.041 -0.995 -0.320
C: -0.763 -3.267 -1.865
N: 0.455 -2.683 -1.821
H: -0.422 -4.335 -3.692
H: 1.077 6.491 4.920
C: -3.165 -4.354 -3.532
H: 2.906 4.355 1.042
O: 2.335 1.930 0.630
C: 1.613 5.015 2.633
H: 1.097 2.222 2.256
H: 0.815 5.379 1.981
H: 0.268 3.777 3.780
C: -0.770 -4.554 -2.680
H: 2.874 -1.726 -1.870
C: 0.452 0.439 0.191
C: 2.191 -1.120 -1.292
H: -2.077 -6.188 -3.167
C: -4.481 -4.195 -2.777
H: -2.510 -5.321 -1.701
C: 0.856 -1.503 -1.170
H: -3.376 -4.812 -4.498
H: -0.247 1.029 0.762
C: 2.400 3.925 1.909
H: 3.167 3.516 2.570
H: -0.077 5.369 5.641
H: 2.287 5.852 2.827
C: 0.350 5.711 4.702
H: 1.799 4.128 4.583
H: -0.060 -5.249 -2.223
C: -2.157 -5.194 -2.727
H: -2.769 -3.351 -3.707
C: 1.520 2.782 1.412
O: -4.378 -3.568 -1.611
H: -0.446 6.145 4.101
H: 3.680 0.327 -0.770
H: 1.202 -3.151 -2.317

gap between HOMO and LUMO	8.8	eV
M	293.36	g mol⁻¹
maximum force	0.0143	hartree/bohr
ΔE to the lowest compared entry with this formula, charge and spin	0.245	eV
SMILES	CCCCCOc1ccc(NC(=O)CCCC(=O)O)cc1

=====

Density functional theory data (wB97M-V/def2-TZVPD) for a single C16H23NO4S molecule.

Geometry (Å):
C: -0.416 0.174 -0.120
H: -5.636 -1.619 0.484
C: 3.151 -0.358 -1.221
C: -2.532 1.321 0.060
H: -0.835 2.094 -0.972
H: 3.398 0.672 1.293
S: 3.622 1.384 -0.989
N: 0.892 0.184 -0.623
H: -7.164 -0.092 -1.676
C: -3.053 0.267 0.807
C: 7.472 -1.057 -0.632
H: 3.009 -0.487 -2.295
H: 3.967 -0.997 -0.883
H: 1.143 1.020 -1.139
O: 6.469 1.583 0.983
H: -5.218 -1.598 -1.228
H: -3.126 2.190 -0.174
C: -1.227 1.269 -0.393
C: -5.270 1.171 0.956
C: 6.874 -1.069 0.767
O: 1.792 -1.778 0.134
H: 8.440 -1.550 -0.616
C: -0.931 -0.880 0.631
C: -6.038 -1.507 -0.519
H: 4.009 2.359 1.146
C: 1.869 -0.739 -0.483
H: -4.874 2.182 1.116
H: -6.743 -2.315 -0.702
H: -6.305 1.948 -0.743
C: 4.086 1.339 0.777
H: 7.605 -0.033 -0.971
C: -2.231 -0.827 1.084
C: 5.516 0.860 0.870
O: 5.575 -0.470 0.779
H: 7.519 -0.522 1.462
H: 6.821 -1.580 -1.329
C: -6.730 -0.158 -0.674
C: -5.782 1.025 -0.482
O: -4.308 0.205 1.325
H: -6.094 1.015 1.659
H: -0.312 -1.733 0.851
H: 6.716 -2.088 1.124
H: -2.640 -1.637 1.667
H: -4.931 0.915 -1.157
H: -7.549 -0.083 0.045

gap between HOMO and LUMO	8.5	eV
M	325.43	g mol⁻¹
maximum force	0.0111	hartree/bohr
ΔE to the lowest compared entry with this formula, charge and spin	0.164	eV
SMILES	CCCCOc1ccc(NC(=O)CSCC(=O)OCC)cc1

=====

Density functional theory data (wB97M-V/def2-TZVPD) for a 2-piece molecular cluster, C16H23NO8S2 overall at a distorted geometry.

Geometry (Å):
O: 3.570 4.359 -2.778
C: -1.089 -2.095 -1.178
O: 3.644 4.858 -0.289
H: 2.029 2.949 0.895
H: 2.105 -1.473 2.999
C: -1.273 1.085 2.497
H: -1.271 3.003 -1.383
H: 2.535 0.617 2.282
O: -3.303 -3.363 -1.364
C: -1.332 2.467 -0.322
H: 2.351 -0.053 4.350
H: -5.273 -3.371 -3.139
H: -3.836 2.209 -0.178
H: -4.933 -3.484 -0.082
H: -3.766 0.975 2.337
H: 2.279 0.627 -4.921
C: 1.453 2.626 -0.072
O: 4.068 -0.650 3.159
H: 2.950 -1.804 4.714
C: -5.602 -3.151 -2.119
C: 2.035 1.170 -2.413
O: 3.689 2.230 -0.961
C: -2.800 2.014 0.336
H: -0.740 -2.809 -0.429
O: 1.461 3.772 -0.994
S: -2.836 -1.852 -0.978
H: -0.898 -2.464 -2.188
H: -5.651 -2.063 -2.021
H: 4.312 1.336 2.321
H: 3.905 -1.474 0.840
C: 2.452 -0.015 -0.177
H: 1.565 -0.280 0.547
C: 1.937 0.842 -3.799
H: 4.805 0.073 0.086
C: 3.672 0.369 2.162
H: -1.253 0.553 3.566
H: 2.491 -0.795 -1.079
S: 3.155 3.830 -1.383
N: 0.062 1.467 1.922
C: 3.864 -0.302 0.673
H: -6.612 -3.547 -1.978
O: -3.113 -1.617 0.425
C: -2.755 1.283 1.830
H: -4.684 -4.841 -1.178
C: 2.785 -1.024 3.841
C: -4.645 -3.750 -1.105
C: -0.009 2.145 0.584
C: 2.387 1.499 -0.811
H: -0.596 -1.131 -1.037
O: -3.287 -0.946 -2.011

gap between HOMO and LUMO	8.7	eV
M	421.49	g mol⁻¹
maximum force	0.1974	hartree/bohr
ΔE to the lowest compared entry with this formula, charge and spin	14.302	eV
SMILES	C#C[C@@]1(CCCOC)OS(=O)(=O)O[C@H]1c1ccccn1.CCOS(C)(=O)=O

=====

Density functional theory data (wB97M-V/def2-TZVPD) for C16H23O2V as an isolated structure at a distorted geometry.

Geometry (Å):
C: 2.797 1.800 0.295
H: 1.654 3.352 -2.574
C: -1.413 0.141 -1.640
H: -1.218 1.557 1.921
H: -0.959 -3.176 -1.773
H: -2.987 -1.436 -1.413
C: -1.758 -4.011 1.060
C: -0.766 -0.509 2.630
H: 1.583 4.573 0.513
H: -3.211 0.402 0.515
V: -0.431 -0.872 0.216
H: 3.870 1.793 0.029
H: -1.067 -2.717 2.721
C: -2.494 -0.099 1.142
C: 1.100 3.675 0.082
C: -0.023 0.033 -1.931
H: 0.345 4.050 -0.631
H: 3.297 3.703 -2.040
H: 2.845 2.041 -2.414
H: -1.954 1.072 -1.524
H: 0.671 0.866 -2.036
C: 2.324 0.344 0.165
H: -2.489 -3.995 1.896
C: -1.421 -1.730 2.388
H: 2.735 2.067 1.361
H: 0.561 3.187 0.913
C: 2.476 2.968 -1.944
O: -1.096 -2.766 0.611
H: 2.959 -0.327 0.763
H: -2.246 -4.351 0.169
C: -2.501 -1.476 1.447
H: 0.103 -0.390 3.255
O: 0.991 0.209 0.635
C: 2.065 2.763 -0.543
H: -0.921 -4.628 1.326
C: 0.305 -1.356 -2.012
C: -1.947 -1.174 -1.585
H: -3.138 -2.237 0.969
C: -0.886 -2.096 -1.801
H: 1.295 -1.769 -2.178
H: 2.405 0.016 -0.888
C: -1.455 0.504 1.906

gap between HOMO and LUMO (spin up / spin down)	2.8 / 2.8	eV
M	298.30	g mol⁻¹
multiplicity	3
total charge	-2
maximum force	0.1129	hartree/bohr
ΔE to the lowest compared entry with this formula, charge and spin	1.605	eV

=====

Density functional theory data (wB97M-V/def2-TZVPD) for C16H24As2BN4Pt as an isolated structure.

Geometry (Å):
H: -2.496 1.662 -2.542
C: 0.011 1.286 -0.872
H: 3.148 3.287 -2.328
Pt: -0.070 -0.918 0.670
C: -1.499 4.781 -0.549
H: 0.090 0.487 -1.605
H: 4.341 4.225 -0.107
H: -1.062 2.213 3.303
C: 0.036 -1.989 3.366
N: -0.004 -0.888 2.593
H: -3.142 3.306 -2.325
C: -0.015 2.752 -1.182
C: -4.124 3.419 0.586
C: 1.104 3.364 -0.240
H: -4.342 4.235 -0.100
N: -0.025 0.205 3.362
N: -0.010 0.957 0.381
C: 3.184 2.261 -1.960
H: -2.564 4.963 -0.593
C: -0.001 -0.196 4.631
H: -5.021 2.809 0.694
N: -0.017 1.837 1.344
C: 0.730 5.831 -0.792
C: -3.180 2.279 -1.959
H: -0.009 0.542 5.415
H: -1.207 6.783 -0.985
B: -0.056 1.694 2.896
H: -3.864 3.816 1.566
H: 0.925 2.248 3.320
H: -0.016 2.967 -2.247
H: 0.053 -2.976 2.932
C: 4.121 3.411 0.582
H: 0.064 -2.210 5.558
C: 0.009 3.227 0.849
As: 2.734 2.181 -0.048
H: 0.017 3.886 1.711
H: 1.222 6.771 -1.011
C: 0.039 -1.585 4.684
H: 2.570 4.939 -0.634
H: 3.860 3.812 1.560
C: -1.105 3.371 -0.236
H: -4.187 1.891 -2.105
H: 2.504 1.643 -2.544
H: 4.193 1.872 -2.100
C: 1.504 4.769 -0.567
C: -0.720 5.838 -0.780
As: -2.736 2.191 -0.046
H: 5.018 2.801 0.694

gap between HOMO and LUMO (spin up / spin down)	5.1 / 5.1	eV
M	628.13	g mol⁻¹
total charge	+1
maximum force	0.0123	hartree/bohr
ΔE to the lowest compared entry with this formula, charge and spin	0.000	eV

=====

- Which formula does entry 5 have?
  C16H24As2BN4Pt